(1)
The following is a DFT calculation (the ωB97M-V functional and the def2-TZVPD basis) of the ion C7H8N3OS with charge -1.

Last column: Löwdin charge in e.
Element x y z (Å)
1 H 5.026 0.331 -1.730  0.075
2 H -2.151 -0.953 -0.988  0.063
3 C -1.568 -0.505 -0.232  -0.302
4 H -1.928 1.722 0.500  0.028
5 C 1.938 0.509 -1.649  -0.713
6 S 0.305 0.805 -2.092  0.968
7 C -2.274 0.728 0.427  -0.121
8 C 3.984 0.189 -1.581  -0.194
9 C -0.223 -0.260 -0.760  -0.488
10 N 2.113 -0.171 -0.507  0.002
11 H -3.354 0.818 -0.050  0.078
12 H 1.732 -1.243 1.748  0.106
13 O -0.249 -1.359 1.980  -0.298
14 H 4.025 -0.830 0.304  0.060
15 H -2.487 0.414 1.479  0.058
16 H -1.360 -1.228 0.697  0.107
17 C 3.489 -0.288 -0.374  -0.058
18 N 0.862 -1.012 1.336  -0.140
19 N 3.011 0.729 -2.307  0.037
20 C 0.871 -0.390 0.151  -0.267

The calculated total energy comes out at -24739.057 eV. The orbital gap comes out at 5.58 eV. The SMILES is CCc1sc2nccn2c1N[O-]. Its net charge is -1. As for the multiplicity: 1.

(2)
The following is a DFT calculation (the ωB97M-V functional and the def2-TZVPD basis) of an isolated molecule of C7H8N4.

Last column: Löwdin charge in e.
Element x y z (Å)
1 C -2.440 0.243 -0.185  -0.244
2 C 0.169 0.970 0.835  -0.127
3 C 0.516 -1.273 -0.476  -0.097
4 H -0.482 -2.993 0.500  0.090
5 H 1.314 0.627 -1.930  0.097
6 H 1.201 -1.809 -0.982  0.080
7 C 1.570 1.053 -0.992  -0.167
8 H 0.332 1.059 1.964  0.137
9 N -2.936 0.695 -1.115  0.177
10 H -1.971 0.369 1.911  0.134
11 H 2.663 1.309 -0.898  0.135
12 H 1.997 -0.219 0.818  0.143
13 C -0.507 -1.966 0.404  -0.134
14 N 0.737 2.212 -0.857  0.012
15 N -0.033 2.193 0.120  0.033
16 H -0.172 -0.935 -1.207  0.107
17 N -1.451 -1.467 1.041  0.059
18 C 1.149 0.002 0.119  -0.236
19 C -1.654 -0.070 0.930  -0.201

The energy above the lowest of the compared OMol25 structures with the same formula, charge and spin comes out at 4.552 eV. The calculated total energy comes out at -13344.625 eV. The orbital gap comes out at 9.00 eV. As for the multiplicity: 1.

(3)
The following is a DFT calculation (the ωB97M-V functional and the def2-TZVPD basis) of an isolated molecule of C7H8N4O3.

Last column: Löwdin charge in e.
Element x y z (Å)
1 H 1.283 3.273 1.736  0.169
2 N 1.057 1.127 0.981  0.010
3 C 1.775 2.217 1.759  -0.129
4 H 1.780 1.709 2.785  0.142
5 C 1.154 1.146 -0.378  -0.142
6 C -1.793 -1.296 -2.491  -0.173
7 N -1.951 -1.928 -0.182  0.085
8 C -1.489 -1.500 1.000  -0.044
9 H -1.296 -0.457 -3.001  0.130
10 H 1.613 2.153 -0.667  0.166
11 O -0.112 0.385 2.796  0.048
12 H 3.445 1.380 1.325  0.114
13 N 0.645 0.367 -1.254  0.165
14 N -1.253 -1.340 -1.182  -0.096
15 H -1.924 -1.625 1.994  0.129
16 O -1.357 -2.512 -3.211  -0.068
17 H -1.547 -3.294 -2.632  0.097
18 C 0.256 0.290 1.612  -0.419
19 H -2.877 -1.131 -2.350  0.134
20 C -0.192 -0.556 -0.630  -0.154
21 C -0.351 -0.724 0.739  -0.090
22 O 3.135 2.317 1.251  -0.073

The energy above the lowest of the compared OMol25 structures with the same formula, charge and spin comes out at 0.499 eV. The calculated total energy comes out at -19489.972 eV. The orbital gap comes out at 9.56 eV. The SMILES is O=c1c2cnn(CO)c2ncn1CO. As for the multiplicity: 1.

(4)
The following is a DFT calculation (the ωB97M-V functional and the def2-TZVPD basis) of the ion C7H8NO2 with charge +1.

Last column: Löwdin charge in e.
Element x y z (Å)
1 C 1.124 0.167 0.353  -0.123
2 N -0.191 0.738 -0.262  0.123
3 H -2.987 -0.422 -1.841  0.166
4 C -0.907 0.197 -1.451  -0.190
5 H 0.699 -1.745 1.368  0.161
6 H 2.361 -1.596 0.333  0.139
7 O 0.205 1.218 2.373  0.125
8 C -2.372 0.106 -1.044  -0.201
9 C -0.453 -1.205 -1.403  0.062
10 H -0.808 0.882 -2.245  0.153
11 H 2.041 0.576 -0.031  0.156
12 C 1.281 -1.452 0.434  -0.039
13 H -0.674 1.012 0.597  0.139
14 H 2.010 0.538 2.284  0.121
15 C 1.106 0.656 1.800  -0.180
16 C 0.358 -1.727 -0.661  0.044
17 H -0.013 1.699 -0.645  0.211
18 O -2.779 0.357 0.041  0.134

The energy above the lowest of the compared OMol25 structures with the same formula, charge and spin comes out at 4.019 eV. The calculated total energy comes out at -12961.316 eV. The orbital gap comes out at 10.03 eV. The SMILES is O=C[C@@H]1C#CC[C@H](C=O)[NH2+]1. Its net charge is +1. As for the multiplicity: 1.

> What is the calculated total energy in the third record?

-19489.972 eV

> Which formula does entry 3 have?

C7H8N4O3

> Which value of calculated total energy does entry 3 give?

-19489.972 eV